[1]
73
Properties=species:S:1:pos:R:3:forces:R:3 method="wB97M-V/def2-TZVPD" total_charge=+2 e_above_lowest_kcal_mol=13.3
W 0.4406 1.2731 -1.9211 -0.285 -0.143 0.448
Te 1.0814 4.4693 -1.5586 -0.089 0.193 0.190
Cl 3.4991 -4.3573 1.8866 0.012 -0.008 0.011
Cl 0.7965 0.3137 2.2031 -0.067 -0.046 0.009
S -1.5501 1.1641 -0.5165 -0.225 0.045 -0.014
S -1.0767 5.3740 -0.4888 -0.027 0.002 0.018
F -0.7032 2.6909 -2.7054 0.020 -0.198 -0.005
F 2.8202 3.7134 -1.5646 0.032 0.026 -0.123
F 1.8484 5.4828 -0.1835 -0.118 -0.057 0.134
F 1.4310 2.0837 -3.2805 0.093 0.066 0.134
F 1.9295 0.9324 -0.8570 0.065 0.032 -0.079
O 1.4921 -0.2818 -2.9750 0.211 -0.119 -0.091
O 0.3035 -0.7764 -1.3000 -0.007 0.528 -0.006
O 0.5826 2.8178 -0.7122 0.288 0.002 -0.373
N 1.8036 -2.1270 0.8177 0.127 -0.038 -0.053
N -0.2210 4.2944 1.7871 -0.045 -0.036 0.044
N -0.6382 6.5999 1.7877 0.106 -0.012 0.030
N -2.1943 -1.1800 -1.8873 0.008 -0.050 0.037
N -2.6603 -1.1823 0.2296 0.007 -0.037 -0.007
N -1.0690 0.3261 -3.3544 0.430 -0.379 -0.226
C 1.2037 -1.1672 -2.1234 -0.248 -0.074 -0.210
C -2.7340 -2.4277 -1.5757 0.045 -0.005 0.004
C -0.4936 -5.2825 -0.7524 0.009 0.011 0.015
C -1.2767 0.0708 -5.7321 0.019 0.068 -0.014
C 2.1391 -2.0396 2.1760 -0.053 0.023 -0.026
C 1.7545 -0.9467 2.9536 0.010 0.012 0.018
C -0.5654 6.9221 3.2149 -0.038 -0.010 -0.006
C -2.1416 -0.4421 -0.7486 -0.062 0.010 0.053
C -3.0240 -2.4187 -0.2672 0.007 0.013 0.038
C 3.2612 -2.9145 4.1424 0.000 -0.003 -0.005
C -2.2084 -1.5598 -4.2675 -0.117 0.026 -0.014
C 2.1077 -0.8132 4.2830 0.001 -0.016 0.004
C -0.4629 -5.0552 0.6164 -0.005 0.004 -0.031
C 0.9843 -3.3931 -1.0798 0.018 -0.118 -0.067
C -0.5799 5.4220 1.1970 -0.053 0.036 -0.090
C 0.5549 4.1151 3.0167 0.048 0.017 -0.010
C -0.8609 0.7606 -4.6172 -0.039 0.025 0.027
C 0.2311 -4.4456 -1.5875 -0.052 0.037 0.011
C 2.8565 -1.8142 4.8806 -0.010 0.004 -0.013
C -1.7867 -0.7977 -3.1926 -0.210 0.136 0.122
C 2.9212 -3.0135 2.8036 0.011 -0.021 0.017
C -2.7897 -0.8047 1.6377 0.023 0.011 -0.005
C -1.9281 -1.1344 -5.5529 -0.003 -0.019 -0.018
C 1.0114 -3.1666 0.3010 0.020 0.030 0.116
C 1.7780 -2.5264 -2.0200 0.026 -0.028 -0.169
C 0.2769 -4.0059 1.1378 -0.037 0.037 0.001
H -0.8025 7.3714 1.1590 -0.013 -0.009 -0.013
H -2.7312 0.2743 1.7317 0.001 0.003 -0.004
H -1.9868 -1.2651 2.2091 0.021 -0.009 0.004
H 1.7895 0.0558 4.8410 0.007 0.001 0.003
H 1.7102 -1.2302 0.3665 -0.071 -0.043 0.075
H -3.7571 -1.1455 1.9966 0.009 -0.006 0.002
H -1.1296 7.8370 3.3714 -0.001 0.000 -0.001
H -3.4473 -3.1828 0.3603 0.002 0.004 0.000
H -2.8507 -3.2192 -2.2893 0.048 0.007 0.009
H -1.0706 0.4697 -6.7143 0.011 0.002 0.005
H 3.8613 -3.6937 4.5905 0.002 0.003 0.002
H -2.7901 -2.4552 -4.1229 -0.027 0.030 0.030
H 1.8006 -2.9413 -3.0307 0.066 -0.025 0.020
H -1.0501 -6.1149 -1.1609 0.008 -0.011 0.000
H 2.8253 -2.4060 -1.7132 -0.043 0.000 0.072
H -2.2464 -1.7294 -6.3981 -0.009 0.009 -0.005
H -0.3477 3.4688 1.2189 0.065 0.078 -0.033
H 1.1303 3.1998 2.9027 -0.002 0.002 0.002
H -1.0270 6.1350 3.8029 -0.002 -0.007 -0.003
H 0.2402 -4.6297 -2.6567 0.012 -0.008 0.000
H 1.2531 4.9362 3.1468 -0.001 0.014 -0.005
H 3.1329 -1.7326 5.9223 0.004 0.003 0.000
H -1.0066 -5.7073 1.2876 0.006 -0.008 0.005
H 0.3075 -3.8449 2.2082 0.010 -0.010 0.007
H -0.3264 1.6917 -4.7099 0.047 -0.004 -0.015
H -0.0850 4.0223 3.8913 -0.001 0.005 0.009
H 0.4603 7.0836 3.5386 0.004 0.001 0.006

[2]
8
Properties=species:S:1:pos:R:3:forces:R:3 method="wB97M-V/def2-TZVPD" smiles="[H]/N=P/S.S" e_above_lowest_kcal_mol=28.1
S -0.2102 1.1220 -2.1714 -0.251 -0.611 1.622
S -1.4937 -1.4689 0.7382 0.119 1.171 -0.094
P 0.2814 -0.7035 1.6290 0.169 0.877 -0.288
N 0.3255 0.7735 1.1423 -0.388 -0.812 -0.173
H -1.1618 -2.6759 1.1126 0.164 -0.956 0.344
H 0.2204 0.5293 -0.9606 -0.660 0.818 -1.363
H 1.0636 1.4652 1.2041 -0.011 -0.402 0.494
H 0.9747 0.9585 -2.6942 0.857 -0.086 -0.541

[3]
23
Properties=species:S:1:pos:R:3:forces:R:3 method="wB97M-V/def2-TZVPD" smiles=C[C@H](O)[C@](N)(O)N(C)C e_above_lowest_kcal_mol=34.8
O 1.0223 0.6406 -1.4228 0.036 0.162 -0.056
O 0.0988 -1.2506 1.4889 -1.528 -0.087 1.266
N -1.3382 -0.0604 0.2516 0.581 0.727 -0.107
N 0.5890 1.0144 1.3627 0.052 0.053 -0.029
C -1.8726 1.2752 0.0403 0.164 0.043 -0.048
C 0.1314 -0.1383 0.6525 -1.040 -0.082 -0.673
C -1.7211 -0.9426 -0.8415 0.130 -0.056 0.171
C 2.5292 -0.6103 0.0499 -0.239 0.123 -0.163
C 1.1186 -0.4333 -0.4986 -0.016 -0.303 0.413
H 2.8671 0.3109 0.5178 0.048 0.013 0.001
H 0.7124 1.7976 0.7355 -0.053 0.128 0.030
H -1.3810 1.7945 -0.7913 -0.060 0.094 -0.039
H -1.7755 1.8737 0.9463 -0.049 0.026 -0.132
H -0.0243 1.2568 2.1292 0.005 0.025 -0.036
H -2.8099 -1.0058 -0.8753 0.034 -0.040 -0.007
H -1.3223 -1.9364 -0.6475 -0.063 -0.075 -0.078
H -0.8507 -1.1216 1.8460 2.008 -0.782 -0.572
H 3.2129 -0.8866 -0.7538 0.052 -0.062 -0.030
H -2.9346 1.1854 -0.1848 -0.029 0.023 -0.004
H 2.5199 -1.3945 0.8014 0.084 -0.093 0.034
H 0.8109 -1.3723 -0.9760 -0.058 0.132 0.063
H 1.7808 0.5921 -2.0148 -0.068 0.046 0.031
H -1.3628 -0.5884 -1.8159 0.008 -0.015 -0.037

[4]
51
Properties=species:S:1:pos:R:3:forces:R:3 method="wB97M-V/def2-TZVPD" total_energy_ha=-2206.9255
I 3.5064 -2.4206 -0.7013 -0.212 0.202 0.113
I 1.6604 -4.5571 -2.8889 -0.153 -0.145 0.376
S 0.7267 -2.8838 1.7108 -0.555 -1.291 -0.842
F 1.1833 -2.1628 3.0007 0.147 0.377 -0.088
F -4.4076 0.3185 -0.5051 -0.227 -0.025 0.623
O 1.2125 -0.4003 0.7958 0.450 0.053 0.012
O -3.6482 0.7141 2.2099 2.568 -0.591 -0.707
O -0.6168 -3.2928 1.8555 -1.184 0.519 0.547
O 1.6297 -3.9385 1.4434 1.224 0.123 0.142
N -1.4735 0.1206 1.3620 -0.486 0.562 -0.273
N 1.4974 1.7428 -0.1481 0.283 -0.621 0.435
N -1.3624 2.2753 0.2605 0.018 -0.671 -0.652
C 3.9039 1.1977 -0.0395 -0.166 -0.789 -0.697
C -2.5652 0.4604 1.7993 -2.324 0.061 0.619
C 0.5710 0.6760 0.1111 0.039 0.385 -0.684
C 2.6806 1.3960 -0.9240 0.430 0.986 0.220
C -0.5913 1.2461 0.9305 0.238 0.461 1.442
C -1.5703 2.1386 -1.1757 -0.184 0.187 0.032
C -0.0629 1.9020 2.2404 -0.595 -0.420 0.105
C -3.8663 1.0629 -1.5177 0.254 -0.394 -0.879
C 0.2489 0.9336 3.3957 0.457 0.990 0.025
C 0.5810 -3.4540 -1.3783 -0.329 1.157 -1.044
C 0.7259 -1.6373 0.3680 0.096 0.414 -0.063
C -2.3562 0.9044 -1.6113 -0.085 0.536 -0.431
C 1.3656 -2.2029 -0.8952 0.553 -0.979 0.335
C -0.7114 -2.9393 -2.0695 -0.069 -0.019 0.428
H -2.1583 2.9984 -1.4861 -0.055 0.220 -0.026
H 0.3852 -0.0877 3.0963 -0.123 -0.173 -0.043
H -4.1591 2.1059 -1.4568 -0.097 0.220 0.497
H 0.2641 -4.0868 -0.5652 0.538 -0.544 0.026
H 4.2171 2.1272 0.4137 0.001 0.157 0.228
H -4.3031 0.6893 -2.4401 -0.186 -0.154 -0.142
H 0.7557 2.5817 2.0433 0.237 -0.084 -0.243
H -0.9085 -3.4512 -2.9968 -0.164 -0.213 -0.160
H 1.0133 2.5400 -0.5219 -0.126 0.067 -0.032
H -2.0326 -0.0208 -1.1488 -0.034 -0.106 0.249
H 2.5400 0.5723 -1.6255 -0.175 -0.299 0.104
H -1.5585 -3.0852 -1.4046 -0.192 -0.016 0.062
H 1.1642 1.2694 3.8741 0.253 -0.109 0.077
H 4.6905 0.8089 -0.6812 0.379 0.135 -0.005
H 2.9155 2.2671 -1.5324 -0.138 0.077 -0.314
H -0.6682 -1.8766 -2.3039 0.141 0.118 -0.032
H 1.2389 -1.4595 -1.6665 0.221 0.308 -0.172
H -0.6554 2.2076 -1.7727 0.274 -0.147 0.076
H -2.1566 0.7920 -2.6752 0.210 -0.075 -0.184
H 0.2517 0.2619 -0.8563 -0.462 -0.092 0.030
H -0.8991 2.5170 2.5702 -0.123 0.190 -0.001
H -1.0752 3.2022 0.5281 0.079 0.076 0.046
H -0.3313 -1.5270 0.1343 -0.291 -0.291 0.323
H -0.5126 1.0343 4.1573 -0.292 -0.372 0.116
H 3.7210 0.4198 0.6878 -0.063 0.045 0.426

[5]
53
Properties=species:S:1:pos:R:3:forces:R:3 method="wB97M-V/def2-TZVPD" smiles="Cc1ccc(C(=O)Nc2ccccc2SC[C@@H]2CSc3nc4ccccc4c(=O)n32)cc1" e_above_lowest_kcal_mol=0.0
S 1.1818 2.4231 -0.3123 0.205 0.065 0.266
S 0.4946 0.2056 3.1457 0.188 -0.236 0.096
O -2.3354 -0.9817 -1.0973 -0.046 -0.060 -0.181
O 3.1768 -1.7935 1.0080 0.139 -0.074 0.002
N 2.0581 0.0727 0.3630 0.019 -0.264 -0.013
N -1.2701 -0.2951 0.8042 -0.105 0.421 0.240
N 0.7367 0.1524 -1.5854 -0.162 0.716 -0.132
C -2.1093 1.7406 -2.0070 -0.011 -0.120 0.143
C 1.3021 0.7050 -0.5830 -0.140 0.032 -0.320
C 0.8794 -1.2033 -1.7254 0.434 -0.575 0.296
C -0.4447 -3.8573 1.3312 -0.003 0.071 0.131
C -1.0229 -2.7271 0.7871 -0.240 -0.034 -0.117
C -2.4777 3.6471 -0.0436 0.002 0.089 -0.053
C 2.0674 2.3048 1.2846 -0.278 0.294 -0.336
C 1.8303 -3.3257 -1.0295 0.054 0.080 0.000
C -2.5112 5.4895 -1.7513 0.058 0.011 -0.014
C 2.6154 0.8825 1.4331 0.431 -0.081 0.361
C 0.1984 -1.8588 -2.7543 0.069 -0.120 0.053
C -0.7509 -1.4707 1.3239 0.051 -0.481 0.091
C -2.4089 4.0447 -1.3730 -0.033 -0.045 0.098
C 0.3292 -3.2202 -2.9001 -0.053 0.131 -0.039
C -2.1473 1.3509 -0.6716 -0.211 0.324 -0.153
C -2.2290 3.0712 -2.3499 -0.003 -0.002 0.066
C 0.4001 -3.7655 2.4250 0.079 -0.115 0.074
C 0.6667 -2.5274 2.9791 -0.106 -0.171 -0.104
C -2.3439 2.3177 0.3099 -0.018 -0.218 -0.122
C 2.2886 0.3026 2.8125 -0.346 -0.019 -0.127
C 2.3887 -1.2803 0.2383 0.057 0.156 0.038
C 1.1471 -3.9563 -2.0430 0.118 -0.103 0.123
C 0.1109 -1.3890 2.4252 0.043 0.523 0.237
C -1.9546 -0.0921 -0.3671 0.051 -0.030 0.251
C 1.6972 -1.9470 -0.8538 -0.210 -0.096 -0.483
H -2.4268 2.0400 1.3521 0.021 -0.037 0.087
H 2.8551 3.0544 1.2957 0.035 -0.073 0.050
H -2.1828 3.3641 -3.3888 0.005 0.027 -0.122
H -1.5172 5.8877 -1.9568 0.023 0.105 -0.029
H -0.9806 0.5331 1.3151 -0.002 -0.121 -0.265
H 2.7054 -0.6990 2.9031 0.030 0.154 0.090
H 1.3143 -2.4406 3.8391 0.049 0.029 0.059
H -0.4342 -1.2770 -3.4034 -0.090 0.078 -0.073
H 2.4659 -3.8686 -0.3465 0.044 -0.065 0.053
H 0.8475 -4.6502 2.8504 0.040 -0.102 0.036
H -3.1114 5.6115 -2.6505 -0.038 0.072 -0.045
H -2.9532 6.0744 -0.9485 -0.029 0.079 0.014
H 3.7102 0.8688 1.3270 -0.192 0.040 -0.005
H 1.3464 2.5273 2.0731 0.118 -0.027 -0.036
H 1.2400 -5.0237 -2.1751 0.014 -0.094 -0.008
H 2.7057 0.9500 3.5829 0.042 0.002 0.012
H -0.6606 -4.8209 0.8955 -0.024 -0.086 -0.061
H -1.6756 -2.7949 -0.0669 -0.011 -0.024 -0.041
H -2.6363 4.3884 0.7267 -0.039 0.081 0.063
H -1.9669 0.9824 -2.7603 0.020 -0.073 -0.073
H -0.2089 -3.7270 -3.6873 -0.052 -0.034 -0.079

[6]
60
Properties=species:S:1:pos:R:3:forces:R:3 method="wB97M-V/def2-TZVPD" total_energy_ha=-2560.2700 s_squared=6.01 total_charge=+2 spin_multiplicity=5
Pm 1.6284 -0.1300 1.0537 0.732 -0.254 -1.155
Cl 4.1331 -0.4675 1.2899 -1.459 0.224 -0.158
P -0.0703 -0.0068 -1.7156 -0.167 -0.252 -2.330
N 0.2838 -0.0882 3.0879 -0.031 0.159 0.340
N -0.0218 1.3833 5.0695 0.403 -0.516 -0.647
N 1.4365 -0.5947 5.2648 -0.548 0.241 -1.449
N -1.0045 -0.8385 5.0774 0.646 0.231 -0.573
C 0.2357 -1.3626 5.7089 -0.090 0.019 -0.102
C 4.1535 -0.5666 -3.5213 0.226 -0.096 -0.090
C -2.4435 2.7540 -3.7310 0.170 -0.109 0.091
C -2.5962 -3.3586 -3.7241 0.316 0.176 0.567
C -0.8867 -0.8833 3.6115 -0.591 -0.344 0.723
C 3.5280 -1.6136 -2.8243 -0.315 0.356 -0.264
C 1.2037 0.8096 5.6968 -0.161 0.101 -0.027
C -2.4093 -3.2755 -2.3449 0.031 -0.223 -0.022
C -1.9671 -2.4315 -4.5467 0.023 0.344 0.251
C -0.0956 2.7128 -2.2397 -0.456 -0.062 0.027
C 0.0817 1.3141 3.5964 -0.337 0.369 1.093
C 1.4888 -0.6332 3.7405 0.110 -0.062 2.663
C 2.1997 -1.4430 -2.4087 0.536 0.068 0.701
C -0.6020 3.9187 -2.7119 0.021 -0.139 -0.091
C -1.1887 -1.4079 -4.0034 0.200 0.084 0.119
C -1.6420 -2.2636 -1.7805 0.049 0.281 -0.412
C -0.7712 1.5053 -2.4893 0.019 0.590 0.452
C -1.0241 -1.3156 -2.6075 -0.361 -0.433 0.980
C 1.5362 -0.2253 -2.6066 0.203 0.377 -0.223
C -1.9596 1.5387 -3.2394 0.183 -0.154 0.224
C 2.1229 0.7542 -3.4247 0.476 0.021 0.447
C 3.4544 0.6061 -3.8493 -0.267 -0.331 0.220
C -1.1768 0.5637 5.5264 0.216 -0.088 -0.238
C -1.7674 3.9456 -3.4795 0.026 -0.328 0.218
H -3.2196 -4.1407 -4.1393 0.085 0.039 -0.007
H -0.7567 -1.9278 3.2990 -0.112 0.207 0.013
H 0.1458 -1.1992 6.8036 0.083 -0.385 -0.692
H -3.3678 2.7594 -4.2994 0.139 0.008 0.014
H 1.5901 -1.6914 3.4669 0.239 -0.038 -0.130
H -3.2533 0.4300 0.6641 0.032 0.072 0.009
H 2.0906 1.4428 5.4893 -0.511 -0.363 0.013
H -1.7877 -0.4492 3.1651 0.115 -0.222 0.042
H 1.0190 0.7734 6.7903 0.346 0.198 -0.657
H 1.6665 -2.2590 -1.9080 0.198 0.084 -0.072
H -0.7431 -0.6743 -4.6806 -0.007 -0.234 0.306
H -3.1091 1.1601 0.7144 0.003 -0.080 -0.011
H 0.8445 2.6997 -1.6860 -0.167 0.127 0.003
H -2.5021 0.6143 -3.4513 0.117 0.427 0.153
H 1.5579 1.6490 -3.6776 0.270 -0.160 0.048
H -0.8631 1.6743 3.1697 0.321 0.072 -0.013
H -1.1794 0.5704 6.6301 -0.152 0.087 -0.538
H 4.0485 -2.5531 -2.6137 -0.163 0.414 -0.182
H -2.8342 -4.0248 -1.6983 -0.247 -0.081 0.069
H 2.3830 -0.0481 3.4554 0.090 -0.135 0.082
H 0.9305 1.9418 3.2687 -0.176 -0.023 0.082
H -1.5405 -2.1614 -0.6945 -0.094 -0.241 -0.336
H -2.1543 4.8870 -3.8605 0.077 -0.166 0.092
H -0.0886 4.8384 -2.4759 0.083 0.082 -0.078
H 3.9464 1.4206 -4.3996 -0.288 -0.551 0.166
H 0.3628 -2.4448 5.4950 -0.089 0.664 0.060
H -2.1171 -2.4876 -5.6153 0.104 0.066 -0.057
H -2.1293 0.9817 5.1521 0.486 -0.200 0.090
H 5.2007 -0.6813 -3.8386 -0.586 0.082 0.193

[7]
10
Properties=species:S:1:pos:R:3:forces:R:3 method="wB97M-V/def2-TZVPD" total_charge=-1 e_above_lowest_kcal_mol=33.7
O -1.8881 2.0014 0.7000 0.529 -0.432 -0.162
O -2.1610 1.5468 -1.5253 0.584 -0.035 0.597
N 0.9682 -1.4805 0.8403 0.489 0.668 -0.204
N 1.1325 -0.1181 -0.9757 -0.123 -0.025 -1.142
N -0.0427 -0.5645 0.7951 1.355 -0.961 -2.100
C -1.7145 1.5724 -0.4099 0.131 -0.563 -0.585
C 1.6125 -1.1173 -0.2645 3.864 -3.090 1.486
C 0.0292 0.1698 -0.3185 -2.952 3.251 0.619
H 2.6646 -1.6279 -0.3966 -2.284 1.007 -0.232
H -0.6006 -0.3820 1.5551 -1.595 0.180 1.724

[8]
5
Properties=species:S:1:pos:R:3:forces:R:3 method="wB97M-V/def2-TZVPD" total_charge=-1 e_above_lowest_kcal_mol=0.0
Cl -11.3588 -19.5349 -4.0846 -0.168 -2.218 0.724
O -11.4131 -18.9023 -2.7738 0.359 1.145 -0.966
O -10.8922 -18.7607 -5.2131 0.128 0.916 0.795
O -10.4686 -20.6780 -3.9265 -0.079 0.166 -0.349
O -12.6964 -19.9910 -4.3872 -0.240 -0.009 -0.204